{
  "formula": "CH3Cl2PS",
  "method": "ωB97M-V with the def2-TZVPD basis set",
  "species": ["C", "P", "S", "Cl", "Cl", "H", "H", "H"],
  "positions_angstrom": [[-0.41810, 1.28137, -0.27352], [0.06688, -1.95331, -0.36019], [0.58355, -0.00939, -1.04229], [1.65561, -3.06814, -0.68077], [-0.04823, -0.83368, 2.53746], [-1.30387, 0.93680, 0.14419], [-0.70397, 2.04659, -0.93094], [0.16813, 1.59977, 0.60605]],
  "forces_ev_per_angstrom": [[1.34, -0.82, 1.76], [-1.36, 2.42, 1.81], [0.67, -1.17, -0.52], [0.71, 0.16, -0.23], [0.13, -0.64, -1.63], [-1.65, -1.12, 0.69], [0.30, 0.98, -1.27], [-0.14, 0.19, -0.60]],
  "mulliken_charge": [-0.825, 0.471, -0.014, -0.081, -0.568, 0.337, 0.350, 0.330],
  "e_tot_ev": -46253.716,
  "charge": 0,
  "homo_energy_ev": [-9.0664, -9.0712],
  "orbital_gap_ev": [6.5, 6.5]
}

{
  "formula": "CH3Cl3Si",
  "method": "ωB97M-V with the def2-TZVPD basis set",
  "species": ["C", "Si", "Cl", "Cl", "Cl", "H", "H", "H"],
  "positions_angstrom": [[-2.12880, -1.06282, -0.24403], [-0.46358, -0.78621, 0.21369], [3.47703, 3.24040, -0.36519], [0.87821, -2.19314, 0.69690], [0.44560, 0.99749, 0.35249], [-2.53940, -2.05474, -0.28782], [3.12535, 2.12017, 0.14561], [-2.79440, -0.26114, -0.51166]],
  "forces_ev_per_angstrom": [[2.13, 0.40, 0.57], [-2.46, -0.44, -0.69], [-0.01, -0.02, 0.02], [0.16, -0.37, 0.08], [0.02, 0.44, -0.02], [0.09, -0.29, 0.05], [0.02, 0.02, -0.02], [0.05, 0.27, 0.01]],
  "mulliken_charge": [-0.771, 0.562, -0.230, -0.170, -0.142, 0.265, 0.228, 0.258],
  "e_tot_ev": -46531.711,
  "charge": 0,
  "smiles": "C=[Si](Cl)Cl.Cl",
  "homo_energy_ev": [-8.7235, -8.7230],
  "orbital_gap_ev": [8.8, 8.8]
}

{
  "formula": "CH3ClFN",
  "method": "ωB97M-V with the def2-TZVPD basis set",
  "species": ["C", "N", "F", "Cl", "H", "H", "H"],
  "positions_angstrom": [[-0.25522, -0.17886, -0.05935], [3.71384, 0.69308, 0.41664], [2.96470, 1.51120, -0.35435], [3.65461, -0.88369, 0.01702], [-0.09117, 0.89927, -0.46567], [-1.21088, -0.65462, -0.32513], [0.54199, -0.36070, 0.65231]],
  "forces_ev_per_angstrom": [[0.29, 3.12, -1.15], [1.08, 1.54, 1.69], [-0.49, -0.63, -0.76], [-0.59, -0.91, -0.94], [-0.61, -2.07, 0.46], [0.94, -0.10, 0.60], [-0.62, -0.95, 0.09]],
  "mulliken_charge": [-0.742, 0.041, -0.091, 0.045, 0.206, 0.299, 0.242],
  "e_tot_ev": -17809.208,
  "charge": 0,
  "homo_energy_ev": [-10.2832, -8.9582],
  "orbital_gap_ev": [10.4, 7.9]
}

{
  "formula": "CH3ClN2O",
  "method": "ωB97M-V with the def2-TZVPD basis set",
  "species": ["C", "N", "N", "O", "Cl", "H", "H", "H"],
  "positions_angstrom": [[0.54962, -0.59934, -0.95309], [-0.55131, -0.37645, -0.18563], [-0.39949, 0.38048, 1.49252], [1.68817, -0.37960, -0.62082], [-0.51578, 2.04120, 1.17754], [0.12440, -0.88667, -1.87640], [-1.55089, -0.19989, -0.52286], [0.65528, 0.02027, 1.48874]],
  "forces_ev_per_angstrom": [[-0.93, 1.83, 1.86], [-1.99, 1.54, 3.52], [1.93, -3.46, -4.05], [0.19, -0.59, -0.15], [0.46, 0.35, 0.11], [0.31, -0.85, -1.95], [2.26, -0.50, 0.50], [-2.22, 1.68, 0.16]],
  "mulliken_charge": [0.193, -0.335, -0.258, -0.557, -0.001, 0.360, 0.277, 0.321],
  "e_tot_ev": -18632.128,
  "charge": 0,
  "homo_energy_ev": -10.4199,
  "orbital_gap_ev": 10.3
}

{
  "formula": "CH3ClN2O2",
  "method": "ωB97M-V with the def2-TZVPD basis set",
  "species": ["C", "N", "N", "O", "O", "Cl", "H", "H", "H"],
  "positions_angstrom": [[-1.03338, -0.00578, 0.77330], [0.25040, -0.53925, 0.72326], [1.06932, -0.23465, -0.10109], [2.10291, -0.74788, -0.35095], [0.51453, 0.79877, -1.05303], [1.04620, 0.21677, -2.54381], [-1.49662, -0.42400, 1.70779], [-0.76999, 0.96215, 0.96609], [-1.68338, -0.02613, -0.12157]],
  "forces_ev_per_angstrom": [[-1.82, -0.77, 0.96], [0.74, -2.65, 1.52], [-1.42, -0.40, -0.39], [1.86, 0.32, -0.32], [1.10, -0.52, -1.15], [-0.42, 0.82, -0.44], [0.09, 0.33, -1.24], [-0.66, 3.29, 0.69], [0.54, -0.43, 0.36]],
  "mulliken_charge": [-0.621, -0.530, 1.120, -0.597, -0.297, 0.038, 0.287, 0.336, 0.266],
  "e_tot_ev": -20676.763,
  "charge": 0,
  "smiles": "C/N=[N+](/[O-])OCl",
  "homo_energy_ev": -10.4399,
  "orbital_gap_ev": 10.2
}

{
  "formula": "CH3ClN2O2",
  "method": "ωB97M-V with the def2-TZVPD basis set",
  "species": ["C", "N", "N", "O", "O", "Cl", "H", "H", "H"],
  "positions_angstrom": [[-3.14935, 0.73784, -0.56211], [-0.97676, -1.39431, -0.30892], [-0.19189, -0.53648, 0.15044], [-3.88576, 1.08157, -1.48067], [-0.50187, 0.64209, 0.48958], [-3.24552, -0.73459, 0.03789], [-2.47748, 1.52053, 0.12862], [-0.70195, -2.40809, -0.41737], [1.00601, -0.55367, 0.07572]],
  "forces_ev_per_angstrom": [[-1.12, 6.16, -0.84], [2.04, -0.92, 0.29], [3.60, 1.10, -0.95], [1.93, -0.11, 1.16], [0.13, -2.01, -0.43], [-2.50, -3.09, 2.23], [-1.58, -2.04, -2.13], [0.97, 1.82, 0.14], [-3.47, -0.92, 0.54]],
  "mulliken_charge": [0.290, -0.529, 0.495, -0.447, -0.499, -0.081, 0.236, 0.243, 0.293],
  "e_tot_ev": -20677.654,
  "charge": 0,
  "smiles": "[H]/N=[NH+]/[O-].O=CCl",
  "homo_energy_ev": -9.4217,
  "orbital_gap_ev": 9.2
}

{
  "formula": "CH3ClN2S",
  "method": "ωB97M-V with the def2-TZVPD basis set",
  "species": ["C", "N", "N", "S", "Cl", "H", "H", "H"],
  "positions_angstrom": [[0.88133, 0.97248, -1.55329], [-0.17167, -0.61235, -0.05309], [0.10521, 0.75769, -0.52827], [1.66994, 3.66567, -0.55341], [1.75203, -0.28194, -2.29163], [0.62778, -1.17254, -0.33750], [-0.45133, -0.56147, 0.90373], [-0.38098, 1.45441, 0.07938]],
  "forces_ev_per_angstrom": [[-0.62, 3.04, 1.46], [-0.24, 1.59, -1.54], [0.30, -2.78, 0.20], [-0.24, -0.68, -0.31], [-0.38, -0.51, 0.30], [-0.19, -0.05, 0.77], [0.44, -0.33, 0.61], [0.93, -0.28, -1.48]],
  "mulliken_charge": [-0.003, -0.541, 0.065, -0.127, -0.149, 0.233, 0.244, 0.278],
  "e_tot_ev": -27417.825,
  "charge": 0,
  "homo_energy_ev": [-8.8178, -8.7901],
  "orbital_gap_ev": [7.0, 7.0]
}

{
  "formula": "CH3ClO2PS",
  "method": "ωB97M-V with the def2-TZVPD basis set",
  "species": ["C", "O", "O", "P", "S", "Cl", "H", "H", "H"],
  "positions_angstrom": [[1.16114, 0.45972, 0.27080], [-1.57621, 0.93491, -1.28447], [-0.82549, -1.43944, -0.99085], [-1.05468, 0.06106, -0.24111], [-2.09554, -0.31231, 1.37115], [1.39664, 2.22066, 0.32269], [1.89143, 0.07937, -0.28634], [1.31238, -0.01556, 1.36256], [-0.20967, -1.98841, -0.52443]],
  "forces_ev_per_angstrom": [[-5.02, 0.04, 4.55], [0.16, 1.14, -0.70], [-0.10, 1.41, -0.29], [2.11, -2.25, 0.28], [0.36, 0.29, 0.55], [0.08, 0.06, 0.14], [2.60, -1.63, -2.88], [-0.56, 1.33, -2.26], [0.37, -0.37, 0.62]],
  "mulliken_charge": [-0.691, -0.635, -0.529, 0.701, -0.530, -0.230, 0.368, 0.247, 0.300],
  "e_tot_ev": -37829.946,
  "charge": -1,
  "homo_energy_ev": -4.4258,
  "orbital_gap_ev": 8.1
}